No. 1
Entry from OMol25: a 4-piece molecular cluster, C5H20N2O4 overall in a non-equilibrium geometry (ωB97M-V/def2-TZVPD).

Each line ends with the Löwdin charge.
Positions of all 31 atoms, in Å:
N  -0.9674  -2.6932  -2.1431  0.0332
C  0.1593  -2.3343  -1.3556  -0.2756
N  -0.2718  -1.0848  -0.6544  -0.1056
C  0.8378  -0.3861  0.0564  -0.1785
C  0.8773  -0.6500  1.6352  -0.1757
C  1.8728  0.1603  2.4614  -0.1457
C  2.1076  1.6928  1.9007  -0.0985
O  1.2511  2.5791  2.8873  -0.1664
H  -1.5631  -3.3715  -1.6685  0.0892
H  -1.5683  -2.0296  -2.3759  -0.0172
H  0.9699  -2.0410  -2.0228  0.1071
H  0.5912  -3.2197  -0.8061  0.1340
H  -1.1250  -1.2011  -0.1015  0.1110
H  0.7517  0.6671  -0.2366  0.1027
H  1.7603  -0.7653  -0.2132  0.0855
H  -0.0731  -0.7837  2.0001  0.0637
H  1.3557  -1.7067  1.5806  0.1287
H  2.8134  -0.3934  2.3555  0.1023
H  1.4898  0.4407  3.4556  0.1073
H  3.1007  2.0558  2.1741  0.1041
H  1.7745  2.0056  0.9678  0.0597
H  0.3260  2.2398  2.9014  0.0662
O  -1.6877  3.8079  -0.7742  -0.1177
H  -1.9157  3.3740  0.0693  0.0219
H  -1.9034  3.0785  -1.4867  0.0752
O  -2.8837  -0.5601  -1.0567  -0.0458
H  -2.2213  -0.1308  -1.6863  0.0028
H  -3.1766  -0.0966  -0.3809  -0.0507
O  -1.0994  0.7536  -2.3943  -0.0970
H  -0.6126  0.0503  -1.7825  0.0352
H  -0.9699  0.5422  -3.3060  0.0447

LUMO   0.32 eV
HOMO energy   -0.34859 hartree
Orbital gap   9.81 eV
Calculated total energy   -612.85360 Eh
Net charge   0

No. 2
Entry from OMol25: C15H27AuN3PS2 as an isolated structure (ωB97M-V/def2-TZVPD).

Each line ends with the Löwdin charge.
Positions of all 49 atoms, in Å:
Au  -0.3034  0.3445  0.2319  0.8245
N  -1.6594  -0.8605  1.4005  -0.0572
C  -0.8845  -1.5403  2.4850  -0.1902
C  0.0746  -0.5406  3.0884  -0.2085
N  0.9842  -0.0770  2.0136  -0.0486
H  -2.4200  -0.3221  1.8055  0.0955
H  -2.0809  -1.5558  0.7887  0.1147
H  -0.3376  -2.3636  2.0231  0.1233
H  -1.5597  -1.9558  3.2317  0.1385
H  0.6217  -0.9757  3.9245  0.1382
H  -0.4703  0.3269  3.4648  0.1293
H  1.6641  -0.8007  1.7856  0.1117
H  1.5213  0.7360  2.3029  0.1129
S  1.3596  1.1942  -1.1008  0.6412
C  1.7359  -0.4840  -1.5181  -1.0629
N  1.0148  -1.4367  -0.9988  -0.0593
C  1.4640  -2.6825  -1.4471  -0.3186
C  0.9281  -3.9211  -1.1028  -0.0275
C  1.4999  -5.0560  -1.6401  -0.0561
C  2.5921  -4.9705  -2.5116  -0.0509
C  3.1325  -3.7499  -2.8632  -0.0594
C  2.5524  -2.6077  -2.3190  -0.4483
S  3.0052  -0.9437  -2.5775  1.1063
H  0.0806  -3.9882  -0.4319  0.1028
H  1.1002  -6.0284  -1.3873  0.1163
H  3.0205  -5.8762  -2.9178  0.1203
H  3.9757  -3.6873  -3.5370  0.1225
C  -0.8180  3.9137  -1.1940  -0.1263
C  -1.3422  2.7611  -2.0484  -0.4066
P  -1.9039  1.3342  -1.0997  0.8454
C  -3.1973  1.9127  0.0364  -0.3709
C  -4.4003  2.5376  -0.6791  -0.1002
C  -2.5617  0.0639  -2.2204  -0.3544
C  -3.1872  0.6000  -3.5141  -0.1098
H  -0.4722  4.7137  -1.8456  0.0962
H  0.0227  3.6165  -0.5647  0.0441
H  -1.5957  4.3291  -0.5536  0.0769
H  -0.5930  2.4042  -2.7553  0.0731
H  -2.2105  3.0797  -2.6329  0.0960
H  -2.7244  2.6317  0.7094  0.0893
H  -3.5253  1.0723  0.6504  0.0672
H  -4.1117  3.3963  -1.2842  0.0813
H  -5.1128  2.8872  0.0662  0.0943
H  -4.9134  1.8170  -1.3138  0.0750
H  -3.2901  -0.5140  -1.6426  0.0931
H  -1.7323  -0.6087  -2.4537  0.0810
H  -4.0041  1.2942  -3.3268  0.0698
H  -3.5867  -0.2371  -4.0838  0.0929
H  -2.4449  1.0967  -4.1365  0.0820

LUMO   -7.84 eV
HOMO energy   -0.51462 hartree
Orbital gap   6.17 eV
Calculated total energy   -2024.96053 Eh
Net charge   +2

No. 3
Entry from OMol25: a 2-piece molecular cluster, C3H8S overall in a non-equilibrium geometry (ωB97M-V/def2-TZVPD).

Each line ends with the Löwdin charge.
Positions of all 12 atoms, in Å:
C  -3.1415  -0.6547  1.3029  -0.0762
C  -2.4872  -0.3834  0.1837  -0.0801
H  -2.7597  -0.2623  2.2402  0.0420
H  -4.1671  -0.9793  1.4312  0.0485
H  -1.6992  0.3495  0.1367  0.0198
H  -2.7638  -0.9460  -0.7034  0.0498
C  1.9819  0.5584  -1.5694  -0.4398
S  1.7039  0.1517  0.2246  0.6076
H  3.0256  0.4364  -1.7605  0.0104
H  1.2708  -0.0313  -2.1326  0.0203
H  1.7076  1.6083  -1.6299  0.0140
H  0.3743  0.1568  0.0936  -0.2162

LUMO   0.94 eV
HOMO energy   -0.33105 hartree
Orbital gap   9.94 eV
Calculated total energy   -517.22175 Eh
Net charge   0

No. 4
Entry from OMol25: a 2-piece molecular cluster, C40H34F6N2O2 overall in a non-equilibrium geometry (ωB97M-V/def2-TZVPD).

Each line ends with the Löwdin charge.
Positions of all 84 atoms, in Å:
C  4.7598  4.3347  -0.8289  -0.0493
N  4.8175  2.9245  -1.1111  -0.1230
C  6.1462  2.3388  -1.2277  -0.0456
C  6.5070  2.1898  -2.6748  -0.5342
F  7.7408  1.6566  -2.8896  0.1282
F  5.5957  1.4026  -3.3399  0.1160
F  6.4609  3.4156  -3.2966  0.1115
C  3.6922  2.1699  -1.1332  -0.2040
C  3.7474  0.7495  -1.1622  0.0022
C  2.6007  0.0089  -1.0214  0.0135
C  1.3016  0.5933  -0.9365  -0.1567
C  0.1548  -0.2516  -0.7318  0.0574
C  -1.1909  0.2352  -0.8117  -0.2025
C  -2.2363  -0.6074  -1.2881  0.0088
C  -3.4379  -0.0538  -1.6740  0.0100
C  -3.5653  1.3600  -1.7244  -0.2414
N  -4.5320  1.9810  -2.4970  -0.1807
C  -4.2017  2.6026  -3.7592  -0.0497
C  -5.9427  1.8951  -2.1703  -0.0597
C  -6.2996  3.0553  -1.2824  -0.5348
F  -7.6339  3.2219  -1.0912  0.1233
F  -5.7044  2.8789  -0.0494  0.1042
F  -5.7980  4.2324  -1.7897  0.1037
C  -2.6492  2.1535  -0.9959  0.0170
C  -1.5493  1.5540  -0.4221  -0.0325
C  1.2626  2.0093  -1.1394  0.0025
C  2.4090  2.7777  -1.1361  0.0007
H  4.1398  4.5413  0.0554  0.1012
H  5.7732  4.6941  -0.6381  0.0913
H  4.3428  4.8904  -1.6816  0.1008
H  6.8651  3.0391  -0.7911  0.1413
H  6.1986  1.3520  -0.7571  0.1369
H  4.6997  0.2356  -1.2679  0.1053
H  2.7011  -1.0722  -1.0017  0.1058
H  0.2915  -1.2992  -1.0147  0.0963
H  -2.0542  -1.6827  -1.3683  0.1203
H  -4.2575  -0.6700  -2.0467  0.1192
H  -3.3534  2.0800  -4.2320  0.0974
H  -5.0742  2.5430  -4.4243  0.0886
H  -3.9174  3.6567  -3.6177  0.0842
H  -6.5227  1.9754  -3.0939  0.1348
H  -6.1444  0.9726  -1.6161  0.1429
H  -2.8471  3.2246  -0.9163  0.1289
H  -0.9168  2.1051  0.2770  0.1214
H  0.3171  2.5192  -1.3108  0.1026
H  2.3352  3.8656  -1.1647  0.1035
C  -1.4721  1.6631  3.4177  -0.1076
C  -0.0943  1.5258  3.2387  -0.0878
C  0.4219  0.4360  2.5453  -0.0275
C  -0.4342  -0.5729  2.0595  -0.2186
C  0.0191  -1.7344  1.3056  -0.0843
C  1.4438  -2.0321  1.0871  -0.3429
C  1.8846  -3.0892  0.0828  -0.1476
C  1.0922  -3.5948  -0.9525  -0.0412
C  1.6372  -4.3994  -1.9618  -0.0660
C  2.9926  -4.7373  -1.9344  -0.0857
C  3.8063  -4.2389  -0.9066  -0.0803
C  3.2587  -3.4268  0.0852  -0.0328
O  2.3422  -1.4257  1.6868  0.0204
C  -0.8749  -2.9187  1.4742  -0.2815
C  -1.3268  -3.3326  2.8733  -0.1400
C  -0.8108  -2.8231  4.0760  -0.0183
C  -1.5187  -2.9623  5.2777  -0.0697
C  -2.6927  -3.7195  5.3204  -0.0865
C  -3.1134  -4.3866  4.1653  -0.0802
C  -2.4232  -4.2157  2.9621  -0.0209
O  -1.3979  -3.4913  0.5043  0.0341
C  -1.8308  -0.4215  2.2652  -0.0439
C  -2.3410  0.6869  2.9262  -0.0818
H  -1.8729  2.5358  3.9317  0.0946
H  0.5937  2.2725  3.6346  0.0998
H  1.4929  0.3186  2.3974  0.1000
H  0.0286  -3.3821  -0.9693  0.0854
H  0.9902  -4.7594  -2.7641  0.1050
H  3.4177  -5.3726  -2.7147  0.1014
H  4.8685  -4.4872  -0.8701  0.1016
H  3.9006  -3.0376  0.8764  0.1160
H  0.1247  -2.2600  4.0611  0.1249
H  -1.1710  -2.4574  6.1824  0.1054
H  -3.2620  -3.7991  6.2470  0.1016
H  -3.9990  -5.0237  4.1925  0.1016
H  -2.7734  -4.7160  2.0575  0.1147
H  -2.5154  -1.1917  1.8921  0.1257
H  -3.4222  0.7723  3.0422  0.1055

LUMO   -1.41 eV
HOMO energy   -0.24760 hartree
Orbital gap   5.33 eV
Calculated total energy   -2403.76355 Eh
Net charge   0